Entry 1:
C3H7O3 | ωB97M-V with the def2-TZVPD basis set

```
! wB97M-V def2-TZVPD RIJCOSX def2/J DEFGRID3
* xyz 0 2
H 1.2370 1.0311 1.7144
C -0.0881 0.5434 1.3959
O -1.0750 1.1473 1.6568
C 0.1226 -0.6544 0.3722
O -0.8023 -0.0898 -0.5262
C -1.1931 -0.6218 -1.7699
H 1.1644 -0.6845 -0.0356
H -0.1857 -1.5318 0.9835
H -1.7243 0.1851 -2.2709
H -0.3176 -0.9785 -2.3009
H -1.8149 -1.5033 -1.6368
O 1.9115 1.4382 0.9838
H 2.7656 1.7190 1.4337
*
```

E_LUMO (alpha / beta) = 1.0 / -0.4 eV
Frontier orbital gap (alpha / beta) = 0.3315 / 0.3631 Ha
<S²> = 0.75
F_max = 2.5 eV/A
HOMO (alpha / beta) = -8.1 / -10.3 eV

Atomic charges from the natural (NBO) analysis, expressed in e, are listed below: atom 1 (H): 0.394, atom 2 (C): 0.496, atom 3 (O): -0.425, atom 4 (C): -0.146, atom 5 (O): -0.558, atom 6 (C): -0.231, atom 7 (H): 0.226, atom 8 (H): 0.195, atom 9 (H): 0.204, atom 10 (H): 0.167, atom 11 (H): 0.167, atom 12 (O): -0.964, atom 13 (H): 0.476

=====

Entry 2:
C42H64Br2IO14 | ωB97M-V with the def2-TZVPD basis set

```
! wB97M-V def2-TZVPD RIJCOSX def2/J DEFGRID3
* xyz -1 1
C 6.1821 -0.6070 2.4497
C 6.0463 0.0543 1.0915
C 7.2909 0.1687 0.2327
C 4.8578 0.5532 0.6777
C 3.9957 1.4214 1.5700
C 3.0946 2.3708 0.7667
C 1.5736 2.1577 0.9316
C 1.1452 2.1271 2.3930
C 1.1793 0.9026 0.1275
C -0.0592 0.1456 0.5883
C -1.4471 0.7930 0.4632
I -1.5247 2.4997 -0.9178
C -2.4068 -0.1113 -0.0775
Br -2.1077 -1.0420 -1.8622
C -3.5599 -0.3582 0.5382
C -4.0233 0.2470 1.8244
Br -4.8687 -1.5575 -0.2307
H 5.3081 -1.2154 2.6589
H 6.3297 0.0966 3.2784
H 7.0654 -1.2436 2.4052
H 7.1369 -0.3508 -0.7157
H 8.1191 -0.3045 0.7549
H 7.5214 1.2168 0.0635
H 4.4948 0.2960 -0.3154
H 4.6325 1.9988 2.2298
H 3.4035 0.7555 2.2102
H 3.3506 3.4069 0.9953
H 3.3025 2.2394 -0.2989
H 1.1157 3.0434 0.4898
H 1.5161 3.0353 2.8782
H 1.5479 1.2870 2.9591
H 0.0651 2.0978 2.5113
H 2.0176 0.2012 0.2277
H 1.1484 1.1436 -0.9361
H -0.0456 -0.8239 0.0756
H 0.0891 -0.0900 1.6466
H -3.3958 1.0835 2.1040
H -5.0725 0.5293 1.7209
H -3.9924 -0.5128 2.6112
O 10.4871 -1.1857 0.3635
C 10.4297 -1.6130 -0.7507
O 9.4699 -1.2463 -1.6345
C 9.5976 -2.0056 -2.8482
C 11.0442 -2.4827 -2.8756
C 11.3472 -2.6432 -1.3882
H 8.8866 -2.8335 -2.8122
H 9.3483 -1.3650 -3.6902
H 11.1857 -3.3879 -3.4626
H 11.6820 -1.7050 -3.2981
H 11.0691 -3.6299 -1.0152
H 12.3839 -2.4335 -1.1419
O 5.6531 3.8428 3.0346
C 6.7990 3.8851 3.3579
O 7.1973 3.9648 4.6565
C 8.6236 4.1034 4.7295
C 9.1511 3.5502 3.4103
C 8.0153 3.8967 2.4500
H 8.8615 5.1622 4.8594
H 8.9855 3.5539 5.5955
H 10.1178 3.9628 3.1283
H 9.2551 2.4665 3.4779
H 8.1210 4.8970 2.0276
H 7.9003 3.1681 1.6527
O -1.2160 0.3350 3.7962
C -1.0060 -0.6761 4.3896
O 0.2494 -1.1141 4.6778
C 0.1887 -2.4028 5.3021
C -1.2139 -2.5049 5.8874
C -2.0310 -1.6806 4.8905
H 0.3730 -3.1663 4.5429
H 0.9701 -2.4616 6.0575
H -1.5520 -3.5289 6.0016
H -1.2408 -2.0277 6.8701
H -2.3746 -2.2788 4.0472
H -2.8703 -1.1666 5.3529
O -2.0253 -1.9966 -7.6258
C -2.1853 -1.1021 -6.8402
O -1.1898 -0.6115 -6.0823
C -1.7069 0.3836 -5.1620
C -3.0072 0.8650 -5.7875
C -3.4867 -0.3940 -6.5035
H -1.9072 -0.0771 -4.1960
H -0.9711 1.1736 -5.0425
H -3.7048 1.2591 -5.0516
H -2.8166 1.6431 -6.5181
H -4.0705 -1.0473 -5.8515
H -4.0482 -0.1711 -7.4082
O -4.4932 2.8282 -7.4507
C -5.6798 2.7965 -7.5810
O -6.3224 3.3445 -8.6451
C -7.7452 3.2435 -8.4652
C -7.9482 2.1006 -7.4772
C -6.6921 2.2046 -6.6166
H -8.1114 4.1964 -8.0761
H -8.2082 3.0579 -9.4318
H -8.8783 2.1751 -6.9177
H -7.9509 1.1484 -8.0102
H -6.8212 2.8939 -5.7812
H -6.3502 1.2419 -6.2478
O -8.9135 1.6804 -4.3843
C -8.8348 0.7597 -3.6205
O -7.6673 0.1716 -3.3033
C -7.8905 -0.9748 -2.4561
C -9.2501 -0.7299 -1.8146
C -9.9764 0.0544 -2.9067
H -7.8814 -1.8688 -3.0840
H -7.0857 -1.0518 -1.7288
H -9.7532 -1.6468 -1.5136
H -9.1307 -0.1051 -0.9285
H -10.4752 -0.6027 -3.6211
H -10.6847 0.7777 -2.5127
O -3.2302 -4.5156 4.4881
C -4.0480 -4.4964 5.3563
O -3.7307 -4.6385 6.6701
C -4.9246 -4.6780 7.4679
C -5.9939 -3.9953 6.6233
C -5.5508 -4.3537 5.2056
H -5.1651 -5.7231 7.6766
H -4.7350 -4.1672 8.4089
H -7.0040 -4.3151 6.8710
H -5.9399 -2.9147 6.7616
H -5.9566 -5.3107 4.8747
H -5.7878 -3.5812 4.4796
*
```

E_LUMO = 1.9 eV
Frontier orbital gap = 0.1780 Ha
F_max = 1.5 eV/A
HOMO = -3.0 eV

Here are the Löwdin charges for atoms 1 to 99, given in e: atom 1 (C): -0.061, atom 2 (C): -0.342, atom 3 (C): -0.064, atom 4 (C): -0.082, atom 5 (C): -0.184, atom 6 (C): -0.175, atom 7 (C): -0.394, atom 8 (C): -0.074, atom 9 (C): -0.229, atom 10 (C): -0.301, atom 11 (C): -0.674, atom 12 (I): 0.704, atom 13 (C): -0.824, atom 14 (Br): 0.512, atom 15 (C): -0.742, atom 16 (C): -0.154, atom 17 (Br): 0.638, atom 18 (H): 0.074, atom 19 (H): 0.071, atom 20 (H): 0.066, atom 21 (H): 0.074, atom 22 (H): 0.046, atom 23 (H): 0.065, atom 24 (H): 0.106, atom 25 (H): 0.077, atom 26 (H): 0.107, atom 27 (H): 0.105, atom 28 (H): 0.102, atom 29 (H): 0.079, atom 30 (H): 0.081, atom 31 (H): 0.065, atom 32 (H): 0.061, atom 33 (H): 0.103, atom 34 (H): 0.081, atom 35 (H): 0.072, atom 36 (H): 0.078, atom 37 (H): 0.066, atom 38 (H): 0.053, atom 39 (H): 0.058, atom 40 (O): 0.119, atom 41 (C): -0.483, atom 42 (O): 0.014, atom 43 (C): -0.150, atom 44 (C): -0.157, atom 45 (C): -0.076, atom 46 (H): 0.129, atom 47 (H): 0.126, atom 48 (H): 0.113, atom 49 (H): 0.116, atom 50 (H): 0.130, atom 51 (H): 0.122, atom 52 (O): 0.131, atom 53 (C): -0.473, atom 54 (O): 0.023, atom 55 (C): -0.165, atom 56 (C): -0.153, atom 57 (C): -0.066, atom 58 (H): 0.123, atom 59 (H): 0.121, atom 60 (H): 0.112, atom 61 (H): 0.118, atom 62 (H): 0.131, atom 63 (H): 0.113, atom 64 (O): 0.133, atom 65 (C): -0.467, atom 66 (O): 0.022, atom 67 (C): -0.155, atom 68 (C): -0.157, atom 69 (C): -0.077, atom 70 (H): 0.129, atom 71 (H): 0.120, atom 72 (H): 0.087, atom 73 (H): 0.117, atom 74 (H): 0.118, atom 75 (H): 0.124, atom 76 (O): 0.091, atom 77 (C): -0.498, atom 78 (O): 0.030, atom 79 (C): -0.157, atom 80 (C): -0.162, atom 81 (C): -0.078, atom 82 (H): 0.001, atom 83 (H): 0.125, atom 84 (H): 0.119, atom 85 (H): 0.092, atom 86 (H): 0.129, atom 87 (H): 0.114, atom 88 (O): 0.120, atom 89 (C): -0.470, atom 90 (O): 0.020, atom 91 (C): -0.160, atom 92 (C): -0.157, atom 93 (C): -0.075, atom 94 (H): 0.124, atom 95 (H): 0.119, atom 96 (H): 0.101, atom 97 (H): 0.118, atom 98 (H): 0.133, atom 99 (H): 0.120

=====

Entry 3:
C15H46AsF6O16 | ωB97M-V with the def2-TZVPD basis set

```
! wB97M-V def2-TZVPD RIJCOSX def2/J DEFGRID3
* xyz -1 1
As -0.0043 -42.7550 -10.3880
F -1.7710 -42.9392 -10.0770
F -0.3326 -41.1744 -11.1767
F 1.7581 -42.5698 -10.7616
F 0.2828 -44.3443 -9.5755
F -0.1477 -43.6227 -11.9981
F 0.1751 -42.0288 -8.8052
O -3.8888 -44.6122 -10.5179
H -4.4611 -44.7854 -9.7705
H -3.0951 -44.2418 -10.1317
O 0.8860 -46.1875 -12.5421
H 0.4918 -45.3360 -12.3530
H 0.8578 -46.2584 -13.4963
O 1.8822 -42.0535 -6.7745
H 1.1214 -41.7364 -7.2612
H 1.7704 -43.0038 -6.7470
C 3.8780 -45.4870 -12.5691
C 3.5191 -44.2129 -13.3584
C 4.2449 -42.9064 -12.9096
O 4.5947 -42.3749 -14.1603
C 4.4101 -43.2935 -15.1115
O 4.6976 -43.0822 -16.2616
O 4.0221 -44.4572 -14.6368
H 3.4593 -46.3904 -13.0124
H 3.4009 -45.4439 -11.5900
H 4.9478 -45.6877 -12.5098
H 2.4480 -44.0500 -13.4783
H 5.1755 -43.1047 -12.3779
H 3.6336 -42.2733 -12.2665
C 3.7921 -46.4185 -8.0584
C 3.7578 -45.1176 -8.8922
C 3.9418 -43.8488 -8.1588
O 5.2910 -43.4856 -8.4455
C 5.8072 -44.2885 -9.3358
O 6.9019 -44.1716 -9.8234
O 4.9342 -45.2556 -9.5846
H 2.8048 -46.6304 -7.6480
H 4.4161 -46.4000 -7.1649
H 4.0931 -47.2560 -8.6877
H 2.8931 -45.0439 -9.5518
H 3.6994 -43.9155 -7.0982
H 3.3166 -43.0438 -8.5452
C 2.1749 -39.8918 -13.5844
O 2.3142 -39.4188 -14.9220
H 2.1525 -39.0229 -12.9268
H 1.2658 -40.4927 -13.5634
H 3.0383 -40.5178 -13.3587
H 3.0842 -38.8463 -14.9503
C -0.4739 -47.4976 -8.5443
O -0.3598 -48.6365 -9.3687
H -1.1044 -46.7229 -8.9807
H -0.8428 -47.7342 -7.5463
H 0.5318 -47.1196 -8.3606
H -1.1453 -48.6099 -9.9200
C 2.0620 -39.4044 -9.9356
O 2.7087 -38.2065 -10.0098
H 2.0194 -39.7882 -8.9163
H 1.0319 -39.2472 -10.2555
H 2.5474 -40.1012 -10.6189
H 2.3904 -37.6385 -10.7153
C -1.5447 -42.4686 -5.3622
O -1.1187 -42.6206 -4.0461
H -2.3879 -43.1190 -5.5948
H -1.7894 -41.4176 -5.5161
H -0.7505 -42.6520 -6.0858
H -1.8371 -43.0468 -3.5731
C -2.4213 -42.2852 -14.1583
O -3.4759 -41.7319 -14.8980
H -2.1063 -41.6619 -13.3215
H -2.7535 -43.2322 -13.7328
H -1.5396 -42.4161 -14.7856
H -3.1402 -40.8691 -15.1522
C -3.3522 -40.3175 -9.7012
O -4.5182 -39.4712 -9.8518
H -3.3431 -41.0405 -10.5169
H -2.4931 -39.6674 -9.8664
H -3.4114 -40.7962 -8.7237
H -5.3330 -39.8819 -9.5533
C 0.6409 -45.3242 -5.8950
O 1.1298 -44.5073 -6.9521
H 1.1003 -44.9859 -4.9662
H -0.4485 -45.3124 -5.8632
H 0.8524 -46.3728 -6.1043
H 0.4841 -44.7004 -7.6358
*
```

E_LUMO = 1.9 eV
Frontier orbital gap = 0.3647 Ha
F_max = 3.6 eV/A
HOMO = -8.0 eV

Atomic charges from the Löwdin analysis, expressed in e, are listed below: atom 1 (As): 0.977, atom 2 (F): -0.276, atom 3 (F): -0.268, atom 4 (F): -0.265, atom 5 (F): -0.271, atom 6 (F): -0.285, atom 7 (F): -0.245, atom 8 (O): -0.061, atom 9 (H): 0.022, atom 10 (H): -0.020, atom 11 (O): -0.049, atom 12 (H): -0.018, atom 13 (H): 0.038, atom 14 (O): -0.075, atom 15 (H): -0.011, atom 16 (H): -0.044, atom 17 (C): -0.011, atom 18 (C): -0.289, atom 19 (C): -0.081, atom 20 (O): 0.067, atom 21 (C): -0.591, atom 22 (O): 0.134, atom 23 (O): 0.102, atom 24 (H): 0.076, atom 25 (H): 0.060, atom 26 (H): 0.095, atom 27 (H): 0.145, atom 28 (H): 0.135, atom 29 (H): 0.101, atom 30 (C): 0.008, atom 31 (C): -0.334, atom 32 (C): -0.090, atom 33 (O): 0.113, atom 34 (C): -0.600, atom 35 (O): 0.132, atom 36 (O): 0.058, atom 37 (H): 0.052, atom 38 (H): 0.092, atom 39 (H): 0.091, atom 40 (H): 0.135, atom 41 (H): 0.130, atom 42 (H): 0.120, atom 43 (C): -0.135, atom 44 (O): -0.124, atom 45 (H): 0.069, atom 46 (H): 0.084, atom 47 (H): 0.056, atom 48 (H): 0.070, atom 49 (C): -0.174, atom 50 (O): -0.100, atom 51 (H): 0.081, atom 52 (H): 0.070, atom 53 (H): 0.056, atom 54 (H): 0.075, atom 55 (C): -0.207, atom 56 (O): -0.111, atom 57 (H): 0.082, atom 58 (H): 0.073, atom 59 (H): 0.060, atom 60 (H): 0.073, atom 61 (C): -0.182, atom 62 (O): -0.107, atom 63 (H): 0.083, atom 64 (H): 0.081, atom 65 (H): 0.052, atom 66 (H): 0.073, atom 67 (C): -0.183, atom 68 (O): -0.118, atom 69 (H): 0.062, atom 70 (H): 0.082, atom 71 (H): 0.076, atom 72 (H): 0.071, atom 73 (C): -0.139, atom 74 (O): -0.150, atom 75 (H): 0.060, atom 76 (H): 0.076, atom 77 (H): 0.074, atom 78 (H): 0.060, atom 79 (C): -0.114, atom 80 (O): -0.151, atom 81 (H): 0.098, atom 82 (H): 0.081, atom 83 (H): 0.062, atom 84 (H): 0.053

=====

> Among the records above, which one has the lowest F_max?

C42H64Br2IO14